Below is 5 unconnected molecules or ions with the total composition C17H41N6O9PS, with properties calculated with the ωB97M-V functional and the def2-TZVPD basis.

Calculated values
LUMO energy = 0.48 eV
SMILES string = CCCNN(S)C(=O)OCP(=O)(O)O.CNC(C)=O.CNC(C)=O.CNC(C)=O.CNC(C)=O
Highest occupied orbital energy = -0.2971 hartree
Spin multiplicity = 1
Total energy = -2417.66474 hartree
Total charge = 0

Atoms and positions in Å:
C (1.383, -3.425, -3.027)
C (0.712, -2.100, -3.477)
C (-0.648, -1.950, -2.785)
N (-0.419, -1.883, -1.352)
N (-1.560, -1.332, -0.632)
S (-1.307, -1.561, 1.073)
C (-2.742, -2.072, -0.994)
O (-2.849, -3.255, -1.027)
O (-3.770, -1.228, -1.292)
C (-4.358, -1.461, -2.570)
P (-5.635, -2.791, -2.636)
O (-5.250, -3.820, -3.605)
O (-5.877, -3.305, -1.160)
O (-7.040, -2.084, -3.000)
H (0.616, -4.109, -2.660)
H (1.895, -3.924, -3.847)
H (2.060, -3.234, -2.199)
H (0.604, -2.051, -4.556)
H (1.323, -1.292, -3.092)
H (-1.184, -1.065, -3.164)
H (-1.253, -2.824, -3.045)
H (0.322, -1.209, -1.179)
H (-0.700, -2.761, 1.066)
H (-4.858, -0.525, -2.820)
H (-3.614, -1.720, -3.320)
H (-6.640, -3.902, -1.136)
H (-6.892, -1.425, -3.692)
C (4.914, 3.044, -4.146)
N (4.341, 1.733, -3.862)
C (3.143, 1.237, -4.250)
C (2.277, 2.115, -5.124)
O (2.774, 0.128, -3.885)
H (5.859, 2.936, -4.681)
H (5.076, 3.553, -3.198)
H (4.233, 3.635, -4.748)
H (4.873, 1.097, -3.289)
H (1.356, 1.582, -5.338)
H (2.038, 3.050, -4.615)
H (2.782, 2.343, -6.063)
C (1.497, 3.787, -0.059)
N (2.699, 3.944, -0.866)
C (3.347, 5.085, -1.201)
C (2.775, 6.385, -0.688)
O (4.356, 5.054, -1.895)
H (1.697, 3.166, 0.809)
H (0.713, 3.307, -0.646)
H (1.136, 4.753, 0.278)
H (3.128, 3.110, -1.237)
H (3.402, 7.198, -1.041)
H (1.760, 6.534, -1.058)
H (2.760, 6.396, 0.402)
C (-3.731, -3.468, 5.810)
N (-2.831, -3.268, 4.691)
C (-1.487, -3.086, 4.714)
C (-0.802, -3.082, 6.061)
O (-0.868, -2.930, 3.673)
H (-4.243, -4.427, 5.716)
H (-4.482, -2.676, 5.836)
H (-3.185, -3.457, 6.747)
H (-3.222, -3.258, 3.761)
H (0.261, -2.927, 5.903)
H (-1.189, -2.279, 6.689)
H (-0.947, -4.034, 6.572)
C (1.757, 1.858, 5.741)
N (1.504, 2.183, 4.352)
C (0.714, 1.519, 3.461)
C (0.000, 0.286, 3.962)
O (0.606, 1.925, 2.315)
H (1.439, 2.679, 6.388)
H (2.822, 1.684, 5.903)
H (1.214, 0.964, 6.027)
H (1.954, 2.997, 3.965)
H (-0.584, -0.148, 3.155)
H (0.716, -0.463, 4.302)
H (-0.668, 0.546, 4.785)

Here are the Löwdin charges for atoms 1 to 6, given in e: -0.0940 -0.2273 -0.2520 -0.0733 -0.4080 0.8712